The following is a quantum chemistry calculation of a single C4H6O2 molecule at a distorted geometry, from the Open Molecules 2025 dataset.

Output
Orbital gap, eV: 11.0
SMILES: C1O[C@H]2C[C@H]2O1
Relative energy (zero: lowest compared OMol25 entry of this formula, charge and spin), kcal/mol: 110.68
HOMO level, hartree: -0.3684

Geometry as XYZ:
```
12
Properties=species:S:1:pos:R:3:forces:R:3:nbo_charge:R:1
C -0.1902 -0.3237 1.3446 -2.48 -2.16 3.18 0.1992
O 1.0006 -0.4835 0.6443 1.52 0.37 0.35 -0.5341
C 0.8479 0.5139 -0.4285 2.13 -1.23 2.42 0.0189
C 0.1065 -0.0311 -1.5927 0.49 1.24 -3.68 -0.4424
C -0.5464 0.6689 -0.4820 -3.93 0.12 -0.29 -0.0103
O -1.1256 -0.3699 0.2541 -0.48 1.19 3.35 -0.5180
H -0.1778 0.6422 2.0245 -0.28 -1.37 -1.70 0.1454
H -0.6391 -1.2234 2.1949 2.18 2.18 -2.81 0.1848
H 1.4007 1.4216 -0.2679 0.71 -0.12 -0.53 0.2148
H 0.1345 0.5375 -2.6790 0.30 -2.14 2.79 0.2388
H -0.0338 -1.1298 -1.3135 0.12 1.52 -1.82 0.2883
H -0.9910 1.6100 -0.1944 -0.29 0.40 -1.27 0.2145
```
Positions in Å, forces in eV/Å.